(1)
The following is a DFT calculation (wB97M-V/def2-TZVPD) of a structure of composition C3H10NSe in a non-equilibrium geometry.

```
15
C3H10NSe | the OMol25 dataset | wB97M-V/def2-TZVPD
C -0.28175 0.33021 1.30858
H 0.10932 -0.68065 1.63199
H -1.11416 -1.87559 -0.81330
H -0.51652 1.09324 2.12921
N 0.94968 0.89079 -1.11849
Se -1.70438 0.47845 0.09617
H -2.44391 -0.92237 -1.79056
H 1.25892 -0.00373 -1.56694
H -0.65304 0.95625 -1.13971
H 1.27878 1.85745 0.72462
H 2.23344 0.23237 0.60146
C 1.38055 0.90157 0.24990
C -2.04535 -1.30863 -0.79356
H 1.11670 1.63201 -1.82252
H -2.92701 -1.75788 -0.30419
```

## Properties
Calculated total energy = -2576.1230 Ha
Relative energy (zero: lowest compared OMol25 entry of this formula, charge and spin) = 187.41 kJ/mol
E_HOMO = -14.36 eV
Total charge = +1
Lowest unoccupied orbital energy = -3.22 eV

(2)
The following is a DFT calculation (wB97M-V/def2-TZVPD) of the ion C3H10NSi with charge +1 in a non-equilibrium geometry.

```
15
C3H10NSi | the OMol25 dataset | wB97M-V/def2-TZVPD
N -1.69822 -0.51060 -0.27259
H -1.90798 -0.70243 -1.28739
C 0.01824 -0.38945 -0.12749
H 2.36926 -0.86867 1.27037
H 2.10014 1.07875 -1.43275
H -0.28925 0.80187 -2.68981
H -0.12741 2.09020 -0.71478
H -0.40988 0.42097 1.83141
Si 0.55633 1.00565 -1.43014
H 1.77862 0.04497 2.77883
H 0.44820 -1.40374 -0.42013
H -1.87418 0.36096 0.07233
C 0.41763 0.01218 1.23667
C 1.48306 -0.41358 1.81688
H -1.84548 -1.46627 0.07186
```

## Properties
Calculated total energy = -464.1912 Ha
Relative energy (zero: lowest compared OMol25 entry of this formula, charge and spin) = 150.39 kJ/mol
E_HOMO = -14.15 eV
Total charge = +1
SMILES string = C=C[C@@H]([NH3+])[SiH3]
Lowest unoccupied orbital energy = -3.69 eV

(3)
The following is a DFT calculation (wB97M-V/def2-TZVPD) of a cluster of 2 separate species, C3H10O in total in a non-equilibrium geometry.

```
14
C3H10O | the OMol25 dataset | wB97M-V/def2-TZVPD
H 3.18533 -0.58335 -1.02768
H 2.25282 -1.99284 -0.41165
H 0.06685 0.83129 0.74115
H -1.67849 0.41051 -1.11370
H -3.09675 0.47310 -0.04708
C 2.16467 -0.98320 -0.81021
C -1.98684 0.25787 -0.14899
H -1.34796 1.83149 1.29838
H 1.36650 -0.81588 -1.51102
H -1.85436 -0.85117 -0.06828
O 1.91639 -0.17007 0.24683
C -1.04114 0.84644 0.95396
H -1.11013 0.18934 1.89617
H 1.16311 0.55647 0.00213
```

## Properties
Calculated total energy = -195.0914 Ha
Relative energy (zero: lowest compared OMol25 entry of this formula, charge and spin) = 104.56 kJ/mol
E_HOMO (alpha / beta) = -15.70 / -15.70 eV
Total charge = +1
2S+1 = 2
Lowest unoccupied orbital energy (alpha / beta) = -4.24 / -10.05 eV